# 1
Entry from the Open Molecules 2025 dataset: a 4-piece molecular cluster, C34H44BClF3O15P overall at a distorted geometry (the ωB97M-V functional and the def2-TZVPD basis).

ORCA input file:
```
! wB97M-V def2-TZVPD RIJCOSX def2/J DEFGRID3
* xyz 0 1
Cl -1.08936 -4.10678 2.17178
P 1.90961 -3.13126 0.38026
F 1.39174 -1.99366 4.83949
F 3.78418 -1.21514 6.27769
F 4.70225 -2.83960 5.16791
O -2.00417 5.68346 4.93169
O -3.41959 3.75312 -10.30554
O 3.94290 -4.76826 -0.89384
O -5.85400 5.26647 -5.65054
O -1.46365 0.46816 5.56118
O -2.07727 4.20778 2.77977
O -4.09985 3.30181 -5.68429
O -3.39600 5.46576 -2.05300
O -5.10240 5.74230 -10.25998
O -2.06955 1.34934 -3.89359
O -2.02327 -0.18319 1.85252
O -0.02661 1.41059 -2.27821
O -1.46252 1.93337 7.71247
O 2.71768 -1.56200 0.18562
O -1.31120 5.56218 -0.48996
C -3.66526 3.40926 -7.99516
C 2.76981 -1.88031 2.85682
C -0.53704 3.49342 -1.29528
C 5.19076 -2.09029 0.34057
C 6.14748 -1.13613 1.08420
C -4.30714 3.82248 -6.76762
C -5.29918 4.96406 -6.81375
C -1.97220 2.40462 -3.09864
C -1.55449 -0.83351 0.68425
C -1.78004 2.24656 4.03920
C 3.99842 -1.38543 -0.35857
C -1.60712 1.65946 5.35004
C -2.64587 4.51008 -2.16033
C -5.58358 5.61262 -7.95241
C 6.66381 -1.75081 2.40172
C 2.65785 -1.99778 4.34787
C -1.60626 2.56882 6.55962
C -1.89035 4.48832 5.13927
C 0.37221 -2.27223 -0.15408
C -1.91479 3.57597 3.93452
C -1.42145 4.50044 -1.27369
C 3.66525 -2.01630 5.22890
C -0.60643 -6.64957 1.35800
C -0.75877 2.38181 -2.19596
C 0.12492 -5.32624 1.65502
C 2.45146 -3.21327 2.14145
C -3.95237 4.05696 -9.13370
C -0.06154 -1.14812 0.80967
C 1.02145 -4.89595 0.50177
C -4.92669 5.21301 -9.17803
C -2.85738 3.41149 -3.07548
C -2.82643 -0.98685 2.69366
C -1.73862 3.89859 6.45315
C 2.44550 -3.71015 -2.59497
B 2.87266 -3.94675 -1.10846
H -0.64112 -7.26689 2.25512
H 0.74448 -5.53041 2.52639
H -2.22487 -1.58102 3.38702
H 3.31708 -3.61875 -3.24497
H 3.33285 -3.86213 2.18768
H 6.88489 -0.98528 3.14546
H -0.44756 -2.97317 -0.28242
H 7.02148 -0.97781 0.45520
H -6.28888 6.43024 -7.99536
H -3.43434 -0.31790 3.30459
H -1.60953 -6.47732 0.97740
H 0.33971 3.47232 -0.66365
H 1.70222 -3.69580 2.76705
H 2.03029 -1.12278 2.60608
H 0.64484 -1.78851 -1.09212
H 0.07046 -1.49168 1.83792
H 0.47119 -5.03915 -0.43827
H -2.09062 6.11987 -0.68555
H 4.87291 -2.92007 0.97033
H 5.91650 -2.41567 2.83991
H 3.78647 -1.55077 2.66637
H -3.72868 3.44528 -3.71051
H -1.70365 -0.13562 -0.14447
H -1.73701 4.55617 7.31079
H 4.21319 -0.31675 -0.22729
H 1.80758 -5.66350 0.47086
H 4.07715 -4.98802 0.03412
H -2.96972 2.58324 -7.95259
H -2.14060 5.15812 2.99985
H -5.47492 4.65807 -4.98884
H -3.51422 -1.61530 2.12240
H 1.83433 -4.54921 -2.93919
H 4.05525 -1.48400 -1.45198
H -2.09516 -1.76403 0.49370
H -0.01590 -7.20643 0.62958
H -1.79306 1.58696 3.18061
H -1.38467 0.98452 7.48560
H 0.53070 -0.25479 0.62900
H 5.64260 -0.20077 1.32476
H 7.56210 -2.34859 2.24709
H 1.85250 -2.80160 -2.70643
H -3.80308 4.38319 -10.94824
H -1.29477 0.78955 -3.68697
H 5.76406 -2.54657 -0.47107
*
```

Computed properties:
energy relative to the best compared isomer or geometry (same formula, charge and spin)	0.0	kcal per mole
LUMO	-1.60	eV
total energy	-97320.583	eV
frontier orbital gap	6.856	eV
structure (SMILES)	CCCCOP(CCCOC)(CCC(F)=C(F)F)(C[C@H](C)Cl)B(C)O.O=C1C=C(O)C(=O)C=C1O.O=C1C=C(O)C(=O)C=C1O.O=C1C=C(O)C(=O)C=C1O

***

# 2
Entry from the Open Molecules 2025 dataset: C34H44BNNbO3 as an isolated structure at a distorted geometry (the ωB97M-V functional and the def2-TZVPD basis).

ORCA input file:
```
! wB97M-V def2-TZVPD RIJCOSX def2/J DEFGRID3
* xyz -1 1
Nb -1.62607 -1.07811 -0.64405
O 1.20970 2.31099 -3.22195
O -3.49388 -0.67271 1.99478
O 2.38643 2.52371 -1.38648
N -1.15426 -0.00079 2.50900
C 6.09016 0.78507 -2.37807
C -2.34079 -1.44802 6.77532
C -4.56326 -5.99795 0.60633
C -5.09328 -3.67095 0.90127
C -0.47010 1.74652 -8.41494
C -1.44415 1.06812 -1.35801
C -0.84106 3.02322 -8.81461
C 7.29823 0.87703 -3.05577
C -0.09948 1.51041 -7.09764
C -4.91240 -2.46059 7.04173
C 7.17471 1.48150 -0.34838
C -0.10730 2.54831 -6.17511
C 1.23777 2.62329 -2.10176
C -0.48205 3.82387 -6.57592
C 5.03644 1.94986 2.95472
C -0.84494 4.06295 -7.89504
C -4.17049 -2.74276 5.90290
C 3.52650 0.09297 3.19439
C -4.36835 -1.67313 8.04715
C 4.25778 2.44665 1.91746
C 4.67139 0.77132 3.59218
C -3.08098 -1.17034 7.91618
C 8.38194 1.57818 -1.02698
C 6.02986 1.08385 -1.02352
C -5.66319 -6.14406 -0.22799
C 3.11768 1.76431 1.51374
C 2.74981 0.58755 2.15457
C -4.28070 -4.76234 1.17243
C -6.18760 -3.81534 0.06043
C 8.44433 1.27171 -2.37973
C -0.54281 1.96769 -0.48254
C 0.05678 3.12281 -1.35157
C -6.47446 -5.05195 -0.50262
C -2.88645 -2.23298 5.76889
B -2.17788 -0.51073 1.55540
H -1.13224 5.06012 -8.20645
H -4.94846 -1.45101 8.93436
H -3.42409 -4.64842 1.82430
H 2.83801 1.75138 -1.75897
H 1.85718 0.05733 1.84184
H 0.16657 -1.20154 -0.17046
H 5.19561 0.47919 -2.90665
H -1.12764 3.20793 -9.84295
H -6.81754 -2.96198 -0.15667
H -0.99044 1.03310 -2.35649
H -0.84996 -0.71022 3.17028
H -1.33842 -1.05211 6.67015
H 0.24509 4.02540 -0.77081
H -3.92485 -6.84798 0.81483
H 5.92843 2.48084 3.26649
H -1.29324 -1.71282 -2.34438
H -4.86934 -2.70756 1.34195
H -0.49040 4.63401 -5.85702
H -1.87555 -2.81859 -0.12910
H 9.38744 1.34114 -2.90787
H -0.69525 3.35870 -2.09490
H -3.52234 -0.76819 2.96175
H 9.27521 1.89193 -0.50088
H 2.51668 2.14749 0.70130
H -1.14509 2.46734 0.27555
H -7.33059 -5.16401 -1.15723
H -2.30988 -2.44866 4.87743
H -5.88706 -7.10957 -0.66605
H 5.08929 1.00762 -0.49125
H 3.23914 -0.82355 3.69472
H 7.12444 1.71558 0.70772
H -4.59303 -3.35867 5.11876
H -5.91555 -2.85481 7.14517
H 7.34589 0.64087 -4.11146
H -0.46981 0.93403 -9.13146
H -1.56341 0.76925 3.04138
H -3.42740 -0.98153 -1.04900
H 0.17790 2.36353 -5.14637
H 4.54087 3.36703 1.42024
H -2.65464 -0.56076 8.70317
H 5.27940 0.38161 4.39972
H 0.19480 0.51586 -6.78735
H 0.24234 1.41326 0.02877
H -2.41168 1.54824 -1.51230
*
```

Computed properties:
LUMO	2.39	eV
total energy	-45826.596	eV
frontier orbital gap	6.912	eV

***

# 3
Entry from the Open Molecules 2025 dataset: a 9-piece molecular cluster, C34H44Br10 overall at a distorted geometry (the ωB97M-V functional and the def2-TZVPD basis).

ORCA input file:
```
! wB97M-V def2-TZVPD RIJCOSX def2/J DEFGRID3
* xyz 0 1
Br 2.07986 1.50227 -3.68174
Br -0.98234 -3.72528 0.77190
Br 0.14273 1.38441 2.00404
Br -0.68220 -1.02983 -1.88364
Br 5.12459 4.48081 -1.80225
Br -4.26279 -0.80600 0.50680
Br 1.52352 -6.47998 0.18518
Br -4.43008 -0.89790 -3.28558
Br -1.88849 -4.83652 -3.90354
Br -8.99582 -1.15757 -0.14770
C -6.25155 -0.87855 0.77707
C -2.74515 -3.03553 -4.30025
C -0.69007 5.42912 5.17568
C -2.87780 3.18613 -5.73423
C 3.12910 -1.79078 -2.03136
C 0.09816 5.14314 4.08497
C 4.27902 -2.12208 4.98502
C 2.87351 -0.91244 -0.97321
C 3.50590 -3.56183 -0.48560
C -0.01685 -5.92687 -0.84197
C 3.04302 -2.53007 5.46890
C -3.66516 -2.73620 -3.12624
C 2.98978 -1.41367 0.34458
C 3.31827 -2.74631 0.60619
C -0.25733 3.29672 6.11371
C -0.04118 -4.41676 -0.78909
C -0.50036 0.48561 -0.66346
C -1.65585 2.17882 -3.85031
C -0.87467 4.48510 6.18213
C 0.84394 3.96910 4.03635
C 4.32425 2.82774 -2.54619
C -2.13037 4.34938 -5.53749
C 3.48355 -3.12164 -1.79376
C -2.52850 2.07834 -4.92530
C 1.94063 -1.72659 5.27871
C 2.81396 2.89303 -2.50116
C 3.24608 -0.12377 4.12416
C -1.10438 4.40380 -4.60994
C -0.43184 -0.06328 0.74841
C -7.02046 -1.12260 -0.46091
C 2.00168 -0.53697 4.61665
C -0.91400 3.38621 -3.68835
C 4.41009 -0.90869 4.33702
C 0.63653 3.04120 5.10125
H 0.34825 -0.82321 0.70286
H -3.34666 -2.94751 -5.20498
H -6.83054 -2.13430 -0.81938
H 5.40573 -0.54790 4.12507
H 0.09740 5.83218 3.25332
H -4.48783 -3.44138 -3.00775
H 1.46793 3.66943 3.20735
H 3.02665 -3.49217 5.95928
H -0.93660 -6.38490 -0.47815
H 0.95953 -2.04676 5.59702
H -0.54722 5.32657 -4.54311
H 3.46797 -3.08920 1.61931
H 3.36932 0.84022 3.65306
H -1.89115 -2.35952 -4.25783
H -0.56905 -3.94618 -1.61855
H -1.31790 1.15255 -0.93721
H 0.86991 -3.82508 -0.87814
H -6.38253 0.11683 1.20152
H 4.80099 1.94178 -2.12681
H -6.77531 -0.35632 -1.19631
H 2.79900 -0.73986 1.16676
H 2.42242 2.66373 -1.51009
H -0.23189 3.51266 -2.86062
H -6.53207 -1.56712 1.57412
H 0.38292 1.10469 -0.82043
H -1.44284 4.71263 7.07197
H 1.11978 0.03309 4.36430
H 2.61760 0.11293 -1.19577
H -2.36734 5.15902 -6.21182
H -3.52181 3.09523 -6.59643
H 1.09687 2.06986 4.99649
H 3.77710 -4.58515 -0.27190
H 4.56298 2.84595 -3.60958
H -1.70046 1.35397 -3.15460
H -3.09636 -2.74465 -2.19645
H 3.21564 -1.30706 -2.99310
H 5.16876 -2.66858 5.26090
H 0.06742 -6.34063 -1.84686
H 3.65388 -3.79729 -2.61892
H -1.14435 6.40740 5.12080
H -3.20004 1.24608 -5.07623
H -0.35831 2.62192 6.95087
H 2.48884 3.88772 -2.80613
H -1.36755 -0.47491 1.12670
*
```

Computed properties:
LUMO	0.11	eV
total energy	-736395.856	eV
frontier orbital gap	9.333	eV
structure (SMILES)	c1ccccc1.c1ccccc1.c1ccccc1.c1ccccc1.BrCCBr.BrCCBr.BrCCBr.BrCCBr.BrCCBr

***

# 4
Entry from the Open Molecules 2025 dataset: C34H44GeN6O5Ti as an isolated structure at a distorted geometry (the ωB97M-V functional and the def2-TZVPD basis).

ORCA input file:
```
! wB97M-V def2-TZVPD RIJCOSX def2/J DEFGRID3
* xyz 3 2
Ge 0.20426 -1.72416 0.39820
Ti 0.07552 1.00976 0.22750
O 2.85413 1.89758 0.97419
O 0.70554 0.82859 1.84276
O 1.47479 5.14898 0.81037
O 1.65230 0.01611 3.73473
O 0.53336 3.20601 0.26598
N 2.32743 0.80649 -2.25841
N -3.77341 2.54110 1.26416
N -1.83346 1.46782 0.32407
N 0.86185 0.30463 -3.88809
N 0.07501 1.12133 -1.76258
N -2.17071 1.85621 2.65581
C 1.78463 0.56934 2.70439
C -2.83554 -3.75742 2.41233
C 4.66938 -3.00606 1.04728
C 2.04429 -2.13928 0.71889
C -1.83091 0.55093 3.25566
C -4.77369 2.53135 0.18362
C 3.08494 1.06292 2.10227
C 2.74724 3.26622 1.28148
C 4.39511 -1.94406 0.19099
C 1.47203 3.84808 0.73221
C 3.08806 -1.51315 0.02412
C -4.24489 2.99375 2.59055
C 3.08316 0.01483 -3.26104
C -1.26193 -2.99357 4.07679
C 2.32925 -3.20153 1.58465
C -1.25254 -3.22885 -3.79848
C 0.08477 -3.34183 -3.43370
C -3.02719 2.73904 3.47604
C -2.60919 1.91665 1.37278
C -2.15154 -2.54827 -2.98099
C 2.83736 2.19234 -2.09804
C -1.71292 -1.99252 -1.78737
C 0.99878 0.75381 -2.66283
C -2.10237 -3.12343 1.42117
C -0.93089 -2.42607 1.75371
C -0.52095 -2.35993 3.09383
C 2.18739 0.03783 -4.49375
C -0.34895 0.09892 -4.70090
C -2.06082 2.11333 -1.01407
C -2.42017 -3.68771 3.73637
C 3.64053 -3.63355 1.73606
C -1.33498 1.38321 -2.13395
C 0.53092 -2.78889 -2.23914
C -0.37611 -2.14126 -1.39278
H 0.37608 -1.82415 3.37494
H 0.64748 5.53313 0.47092
H 3.85661 -4.46545 2.39377
H 2.73735 3.45504 2.35905
H -1.39641 2.01417 -3.01599
H 3.01451 2.66146 -3.06962
H -1.59933 -3.68084 -4.71956
H 2.42550 0.81649 -5.21787
H -2.99366 -4.18844 4.50598
H 3.58479 3.82739 0.86589
H 4.06635 0.44573 -3.42813
H -1.84299 0.44351 -2.33834
H -0.93162 -2.95831 5.10736
H 0.77242 -3.89705 -4.06100
H -4.71883 1.61428 -0.39404
H -5.12648 2.41780 2.87030
H -1.41462 -0.11827 2.51791
H -1.03240 -0.58714 -4.21383
H 2.87953 -0.68675 -0.64369
H -3.10062 2.13066 -1.29444
H 2.16266 -0.92059 -5.00600
H 5.68871 -3.34834 1.17356
H -2.73449 0.08929 3.65966
H -2.41918 -3.22608 0.39555
H 3.62383 0.18588 1.75049
H -0.83790 1.04052 -4.93068
H -3.72048 -4.32280 2.14935
H 2.11237 2.78793 -1.55082
H 1.56081 -2.93271 -1.93124
H -3.28311 2.24909 4.41148
H -4.51747 4.04563 2.54598
H 1.53995 -3.71012 2.12050
H -4.70003 3.40507 -0.45957
H -1.71368 3.14364 -0.95311
H -5.74721 2.55196 0.66735
H 5.20336 -1.46257 -0.34722
H 3.20657 -1.00207 -2.89202
H -2.49400 3.65899 3.70348
H -3.19442 -2.47542 -3.26617
H -0.03282 -0.34868 -5.63750
H 3.68357 1.54727 2.87192
H -1.10432 0.68607 4.05219
H -2.42258 -1.48376 -1.14692
H 3.76732 2.16291 -1.53669
*
```

Computed properties:
energy relative to the best compared isomer or geometry (same formula, charge and spin)	51.8	kcal per mole
LUMO (spin up / spin down)	-9.41 / -10.44	eV
total energy	-134758.436	eV
frontier orbital gap (spin up / spin down)	6.781 / 6.057	eV

***

# 5
Entry from the Open Molecules 2025 dataset: C34H45AlNP2 as an isolated structure (the ωB97M-V functional and the def2-TZVPD basis).

ORCA input file:
```
! wB97M-V def2-TZVPD RIJCOSX def2/J DEFGRID3
* xyz 1 1
P -2.43780 -0.49581 -0.66219
P 2.45757 -0.71921 -0.86612
Al 0.05513 -1.18736 -0.98536
N 0.13885 -1.18665 0.86460
C 1.23422 -0.70355 1.58852
C -4.09511 -2.80779 -1.67045
C -3.46235 -1.80495 1.55041
C 1.39492 5.58898 -0.03927
C -1.45060 0.98896 -0.38242
C 0.58889 3.56506 0.97588
C -2.63725 -1.57721 -3.32674
C -0.81611 2.01954 -0.30393
C 1.31728 4.73944 1.05591
C -4.68966 -2.99486 3.40035
C 2.41480 0.98061 -1.59659
C 3.92774 -1.70974 -1.38200
C 3.56989 -2.60881 -2.56783
C 3.54754 0.20214 2.97537
C 2.30689 0.90506 -3.11839
C -2.17708 -2.82695 3.26225
C 4.76714 0.67497 3.71359
C -1.04354 -1.60272 1.50843
C -2.30012 -1.33549 0.93496
C 0.74380 5.26217 -1.22141
C 2.30982 0.08933 3.60509
C -5.27710 -0.03525 -1.34471
C -2.82985 -1.98323 -1.87946
C -0.07109 3.23691 -0.20948
C -1.01480 -2.38192 2.66868
C -4.27571 1.25341 0.56282
C 1.17983 -0.34690 2.93940
C -3.99285 0.55229 -0.77521
C -3.42973 -2.53423 2.72581
C 2.46206 -0.50821 0.92044
C 5.19796 -0.91197 -1.67014
C 3.59200 -0.09074 1.62215
C 3.46842 1.98153 -1.13440
C 0.01194 4.09027 -1.31109
H 2.67585 -3.20261 -2.37554
H 3.55243 2.00864 -0.04909
H -3.87956 -3.81290 -2.03789
H -5.69557 -0.81602 -0.71065
H -1.69260 -1.04063 -3.47219
H 5.49071 -0.26298 -0.84824
H -5.56051 -2.82848 2.76840
H -4.64179 -4.05691 3.63940
H -5.15737 -0.42686 -2.35215
H 4.53282 0.02373 1.09668
H 4.39221 -3.29472 -2.77106
H 5.09094 -0.30375 -2.56620
H 3.23013 0.54740 -3.57210
H 3.17283 2.97729 -1.46675
H 0.80034 5.92537 -2.07284
H 4.44670 1.76956 -1.55778
H 6.01492 -1.61240 -1.84656
H -2.11227 -3.43078 4.15838
H 1.44664 1.33533 -1.21514
H -0.50558 3.83254 -2.22582
H 5.66678 0.18286 3.34566
H -3.37486 1.45111 1.14253
H 4.68368 0.47209 4.77963
H 4.90600 1.75083 3.59268
H -4.76731 2.20904 0.38010
H -6.01395 0.76787 -1.39543
H -4.84770 -2.45624 4.33562
H -4.94587 0.65114 1.17520
H 0.52314 2.89580 1.82285
H -2.61405 -2.46021 -3.96685
H 1.49579 0.24696 -3.44248
H 2.10870 1.90008 -3.51789
H 3.39992 -2.01852 -3.46930
H -0.05950 -2.65525 3.09360
H 1.96046 6.50723 0.02875
H -4.42327 -1.58448 1.10424
H -4.37337 -2.90922 -0.62327
H 1.82266 4.99502 1.97641
H 2.22690 0.34468 4.65428
H -1.96702 -2.58687 -1.55441
H -4.94717 -2.43638 -2.23409
H -3.45152 -0.94068 -3.67422
H 0.24546 -0.41405 3.47629
H 4.10453 -2.34224 -0.50373
H -3.64563 1.32147 -1.47644
*
```

Computed properties:
LUMO	-3.09	eV
total energy	-62646.695	eV
frontier orbital gap	6.690	eV